# 1
{
  "formula": "C19H52N7ReSSi4",
  "method": "the ωB97M-V functional and the def2-TZVPD basis",
  "lumo_energy_ev": [-7.36, -10.31],
  "de_lowest_kj_mol": 0.0,
  "e_tot_ha": -2772.1161,
  "spin_multiplicity": 4,
  "total_charge": 3,
  "homo_energy_ev": [-15.62, -15.98],
  "homo_lumo_gap_ev": [8.2628, 5.6765],
  "elements": ["Re", "C", "C", "N", "C", "C", "S", "C", "C", "N", "H", "H", "H", "H", "H", "H", "H", "H", "H", "H", "H", "H", "H", "H", "C", "N", "C", "C", "N", "N", "C", "N", "N", "H", "H", "H", "H", "H", "H", "H", "H", "H", "H", "H", "C", "Si", "C", "C", "Si", "Si", "C", "C", "C", "Si", "C", "C", "C", "H", "H", "H", "H", "H", "H", "H", "H", "H", "H", "H", "H", "H", "H", "H", "H", "H", "H", "H", "H", "H", "H", "H", "H", "H", "H", "H"],
  "coordinates": [[-0.07260, -0.05390, -0.05972], [1.40695, 2.48805, -0.91699], [2.54937, 1.67201, -0.33462], [2.12178, 0.28173, 0.05045], [2.65052, -0.11164, 1.39373], [1.92320, 0.58020, 2.52317], [0.11521, 0.42082, 2.30814], [-0.40564, 2.16584, 2.32505], [0.23530, 2.97914, 1.21381], [0.18075, 2.29137, -0.10626], [1.70461, 3.53791, -0.96781], [1.18498, 2.16092, -1.93165], [3.36179, 1.62486, -1.05953], [2.95908, 2.15413, 0.55152], [2.53805, -0.36964, -0.61292], [2.52348, -1.18308, 1.48488], [3.71831, 0.11307, 1.45812], [2.18873, 0.11587, 3.47083], [2.15642, 1.64037, 2.60379], [-1.49179, 2.12907, 2.22676], [-0.18042, 2.58736, 3.30486], [-0.25574, 3.95133, 1.15437], [1.27715, 3.18101, 1.45420], [-0.61047, 2.65430, -0.62891], [0.13322, -0.08654, -4.94554], [-1.16015, 0.18864, -4.31337], [-2.31163, 0.50481, -5.17033], [-1.23853, 0.20122, -2.98146], [-0.22485, -0.03633, -2.18481], [-2.50453, 0.44715, -2.46166], [-2.94717, 0.38618, -1.16410], [-4.25365, 0.61303, -1.00508], [-2.15526, 0.10773, -0.15835], [-0.02747, -0.26220, -6.00378], [0.58378, -0.98913, -4.52947], [0.81800, 0.75754, -4.83946], [-2.01186, 0.38627, -6.20556], [-2.63855, 1.53877, -5.04104], [-3.13882, -0.18780, -5.00016], [0.61121, -0.26088, -2.70870], [-3.21058, 0.66620, -3.14626], [-4.87218, 0.81040, -1.77501], [-4.68211, 0.54667, -0.09574], [-2.66607, 0.08015, 0.71727], [-0.16030, -5.39552, 2.25434], [-0.13477, -3.55820, 2.35040], [-1.69294, -2.81878, 3.03966], [1.38510, -2.93864, 3.22367], [0.11805, -2.46826, 0.06608], [-1.72255, -3.79935, -0.91900], [-3.26740, -3.14224, -0.09014], [-1.57887, -3.17768, -2.68138], [-1.69602, -5.64525, -0.91364], [2.09613, -3.40048, -0.95689], [2.08229, -2.64326, -2.67773], [3.72039, -2.94432, -0.14494], [1.96572, -5.24612, -1.05049], [-0.12624, -5.77815, 3.28063], [0.69894, -5.80266, 1.72428], [-1.06992, -5.77380, 1.79992], [-1.67219, -2.90354, 4.13125], [-2.57812, -3.34566, 2.68498], [-1.79028, -1.75942, 2.79472], [1.41585, -3.41181, 4.21155], [1.34563, -1.86331, 3.38461], [2.31041, -3.19965, 2.71007], [-3.09255, -2.19229, 0.41131], [-3.64770, -3.84945, 0.64911], [-4.05785, -3.00630, -0.83515], [-1.17427, -2.17005, -2.72993], [-2.57539, -3.18092, -3.13577], [-0.94099, -3.83101, -3.28036], [-1.80846, -6.08717, 0.07095], [-0.81360, -6.07019, -1.38638], [-2.56481, -5.95476, -1.50634], [2.27478, -1.56308, -2.64400], [1.13272, -2.81863, -3.18747], [2.87318, -3.08544, -3.29015], [3.99722, -1.89831, -0.27220], [4.51316, -3.52664, -0.62367], [3.75301, -3.18663, 0.91802], [1.06378, -5.57765, -1.56045], [2.00054, -5.71159, -0.06576], [2.82169, -5.62504, -1.61710]],
  "mulliken_charge": [1.660, -0.987, -0.452, -0.330, -0.191, -1.116, -0.051, -0.807, -0.818, -0.475, 0.514, 0.209, 0.508, 0.419, -0.137, -0.400, 0.545, 0.744, 0.517, 0.355, 0.562, 0.487, 0.340, 0.408, -0.755, 0.121, -1.101, 0.026, 0.243, 0.127, 0.483, -0.376, 0.052, 0.312, 0.246, 0.322, 0.265, 0.409, 0.435, -0.367, 0.256, 0.176, 0.206, 0.165, -0.963, 0.258, -0.925, -0.753, -0.717, 0.403, -1.042, -0.519, -1.003, 0.034, -0.982, -1.175, -1.077, 0.434, 0.244, 0.248, 0.501, 0.310, 0.187, 0.582, 0.010, 0.225, 0.105, 0.458, 0.464, -0.278, 0.519, 0.485, 0.388, 0.312, 0.406, 0.332, -0.016, 0.666, 0.354, 0.497, 0.346, 0.160, 0.308, 0.461]
}

=====

# 2
{
  "formula": "C4H8S2",
  "method": "the ωB97M-V functional and the def2-TZVPD basis",
  "lumo_energy_ev": -0.21,
  "de_lowest_kj_mol": 78.5,
  "e_tot_ha": -953.5567,
  "homo_energy_ev": -8.79,
  "homo_lumo_gap_ev": 8.5796,
  "elements": ["C", "C", "C", "C", "S", "S", "H", "H", "H", "H", "H", "H", "H", "H"],
  "coordinates": [[1.94868, -0.18910, -0.03574], [0.48111, -0.22734, -0.58698], [-0.49279, -0.19636, 0.55138], [-1.96270, -0.19556, 0.11705], [-2.83352, -1.57819, -0.12808], [-2.62728, 1.39528, -0.13303], [2.68166, -0.05446, -0.86242], [2.25021, -1.00510, 0.55726], [1.94587, 0.75041, 0.57806], [0.36111, -1.16592, -1.17468], [0.35841, 0.62665, -1.23087], [-0.38016, -1.08769, 1.21007], [-0.22135, 0.72512, 1.10775], [-1.50924, 2.20226, 0.03022]],
  "mulliken_charge": [-1.139, -0.110, -0.951, 0.222, -0.211, -0.178, 0.314, 0.351, 0.293, 0.291, 0.284, 0.344, 0.346, 0.143]
}

=====

# 3
{
  "formula": "C27H29N6O4PRuS",
  "method": "the ωB97M-V functional and the def2-TZVPD basis",
  "lumo_energy_ev": [-3.90, -4.58],
  "de_lowest_kj_mol": 84.1,
  "e_tot_ha": -2509.9333,
  "spin_multiplicity": 2,
  "total_charge": 1,
  "homo_energy_ev": [-10.48, -10.48],
  "homo_lumo_gap_ev": [6.5815, 5.9013],
  "elements": ["Ru", "C", "C", "N", "O", "C", "C", "N", "O", "H", "H", "H", "H", "H", "H", "H", "N", "C", "C", "C", "C", "C", "C", "S", "O", "O", "N", "C", "N", "C", "C", "C", "N", "H", "H", "H", "H", "H", "H", "H", "H", "H", "C", "P", "C", "C", "C", "C", "C", "C", "C", "C", "C", "C", "C", "C", "H", "H", "H", "H", "H", "H", "H", "H", "H", "H", "H", "H", "H"],
  "coordinates": [[0.33488, 0.16795, -0.59189], [-1.49163, 3.99840, -0.43553], [-1.09035, 2.58949, -0.71340], [0.03606, 2.11464, -0.23523], [0.73638, 2.98697, 0.59120], [-1.92377, 1.70466, -1.46703], [-3.17315, 2.13037, -2.16414], [-1.50150, 0.43079, -1.51817], [-2.13620, -0.44977, -2.12793], [-0.70070, 4.68048, -0.74781], [-1.60523, 4.12689, 0.64229], [-2.42167, 4.25752, -0.92762], [1.65679, 2.92338, 0.28973], [-3.01130, 3.03106, -2.75653], [-3.98525, 2.33220, -1.46141], [-3.48778, 1.32963, -2.82851], [-6.52537, -3.26800, 0.43617], [-5.35645, -2.68250, 0.82205], [-5.00808, -1.40828, 0.34330], [-3.81937, -0.82786, 0.71577], [-2.95091, -1.51130, 1.56507], [-3.27874, -2.77612, 2.04735], [-4.47346, -3.35332, 1.68220], [-1.44393, -0.79026, 2.01107], [-1.53449, 0.63802, 2.03888], [-0.86992, -1.50912, 3.10932], [-0.40601, -1.06254, 0.71317], [-0.23715, -2.23731, 0.01564], [-0.61985, -3.44695, 0.36035], [-0.31488, -4.38698, -0.53475], [0.35238, -4.12979, -1.72891], [0.70940, -2.82104, -1.99423], [0.40982, -1.87890, -1.10936], [-7.21927, -2.72212, -0.04072], [-6.84816, -4.09129, 0.91062], [-5.68332, -0.88302, -0.32011], [-3.56890, 0.16471, 0.36647], [-2.59079, -3.28975, 2.70357], [-4.73831, -4.33292, 2.05972], [-0.61829, -5.39552, -0.27987], [0.57843, -4.92208, -2.42551], [1.22302, -2.52082, -2.89757], [2.13408, 0.36431, 2.37199], [2.37564, -0.02353, 0.62164], [3.15751, -1.64965, 0.57030], [2.63906, -2.67699, 1.35926], [3.14855, -3.96189, 1.24202], [4.17124, -4.22766, 0.34232], [4.68820, -3.20714, -0.44413], [4.18030, -1.92152, -0.33636], [3.56377, 1.18874, -0.01727], [4.53816, 1.79373, 0.77548], [5.38851, 2.74319, 0.22979], [5.27845, 3.09328, -1.10952], [4.31641, 2.49461, -1.91051], [3.46274, 1.54817, -1.36325], [3.07674, 0.29443, 2.91383], [1.42354, -0.33958, 2.80516], [1.71250, 1.36540, 2.45879], [1.83633, -2.48680, 2.06318], [2.74700, -4.75326, 1.86115], [4.57059, -5.22970, 0.25861], [5.49267, -3.41055, -1.13839], [4.59357, -1.12887, -0.94850], [4.63439, 1.52764, 1.82008], [6.14009, 3.21095, 0.85132], [5.94490, 3.83471, -1.52937], [4.23278, 2.76337, -2.95491], [2.72174, 1.06781, -1.99868]],
  "mulliken_charge": [-0.235, -1.515, 0.239, 0.491, -0.535, 0.752, -1.883, 0.660, -0.732, 0.345, 0.324, 0.422, 0.403, 0.504, 0.346, 0.400, -0.482, 1.105, -0.905, -0.390, -0.338, -0.325, -0.869, 1.268, -0.722, -0.721, 0.461, 0.545, -0.370, -0.313, -0.814, -0.392, -0.061, 0.208, 0.206, 0.309, 0.492, 0.484, 0.316, 0.515, 0.459, 0.563, -1.736, 2.111, 0.557, -0.315, -0.682, -0.580, -0.743, -0.702, -0.304, -0.288, -0.769, -0.448, -0.872, 0.142, 0.547, 0.442, 0.386, 0.287, 0.485, 0.413, 0.444, 0.381, 0.371, 0.422, 0.412, 0.433, 0.394]
}

=====

# 4
{
  "formula": "C5H6O",
  "method": "the ωB97M-V functional and the def2-TZVPD basis",
  "lumo_energy_ev": 0.62,
  "de_lowest_kj_mol": 406.6,
  "e_tot_ha": -269.1914,
  "homo_energy_ev": -8.71,
  "homo_lumo_gap_ev": 9.3277,
  "elements": ["O", "C", "C", "C", "C", "C", "H", "H", "H", "H", "H", "H"],
  "coordinates": [[2.34069, -0.32831, 0.65725], [1.18062, -0.18066, 0.38709], [0.13125, 0.86193, 0.78708], [-0.94517, -0.00022, 0.09129], [-0.26225, -0.51091, -1.69437], [0.18889, -1.01379, -0.41025], [0.03094, 0.93164, 1.87447], [0.25739, 1.86842, 0.37868], [-1.68358, -0.52054, 0.70027], [0.21301, 0.48056, -1.84840], [-1.51326, 0.48920, -0.72284], [0.06147, -2.07733, -0.20027]],
  "mulliken_charge": [-0.545, 0.253, -0.498, -0.422, -0.725, 0.131, 0.285, 0.268, 0.354, 0.240, 0.249, 0.410]
}